No. 1
The following is a quantum chemistry calculation of 2 unconnected molecules or ions with the total composition C11H17ClNO2 in a non-equilibrium geometry, from the Open Molecules 2025 dataset.

As for the frontier orbital gap: 0.286 hartree. The highest occupied orbital energy comes out at -11.60 eV. The electronic energy comes out at -29781.14360 eV. The value obtained for the energy above the lowest of the compared OMol25 structures with the same formula, charge and spin is 115.5 kJ/mol.

```
! RIJCOSX wB97M-V def2-TZVPD def2/J DEFGRID3
* xyz 1 1
C -5.120 0.930 0.197
C -4.278 1.127 -0.874
C -4.757 0.205 1.337
C -3.000 0.737 -0.869
C -3.393 -0.187 1.309
C -2.547 -0.039 0.207
C 2.253 -1.164 1.441
C 1.958 -1.983 -0.714
C 2.122 1.085 -0.795
C -1.152 -0.544 0.169
C 3.270 0.125 -0.475
N 2.495 -1.135 0.007
O 1.008 0.680 -1.543
O 3.989 0.633 0.541
Cl -1.060 -2.347 0.278
H -6.068 1.348 0.039
H -4.687 1.658 -1.793
H -5.412 -0.193 2.060
H -2.319 0.922 -1.694
H -2.916 -0.765 2.047
H 2.169 -0.121 1.823
H 1.316 -1.774 1.619
H 3.061 -1.679 2.023
H 1.246 -2.694 -0.270
H -0.747 -0.302 -0.803
H 2.223 -1.843 -1.808
H 1.817 1.550 0.123
H 2.500 1.961 -1.236
H -0.559 -0.247 1.153
H 3.906 -0.003 -1.356
H 1.069 0.896 -2.567
H 5.038 0.625 0.545
*
```

Results of the Löwdin charge analysis, in e, for atoms 1 through 8:
1. C -0.075
2. C -0.105
3. C -0.014
4. C -0.062
5. C -0.039
6. C -0.315
7. C -0.006
8. C 0.116

***

No. 2
The following is a quantum chemistry calculation of a molecular structure, C10H9N2O5SeV in a non-equilibrium geometry, from the Open Molecules 2025 dataset.

As for the frontier orbital gap (alpha / beta): 0.208 / 0.240 hartree. The highest occupied orbital energy (alpha / beta) comes out at -16.38 / -16.42 eV. The electronic energy comes out at -114748.09799 eV. The value obtained for the energy above the lowest of the compared OMol25 structures with the same formula, charge and spin is 0.0 kJ/mol. Its expectation value of S² is 2.26.

```
! RIJCOSX wB97M-V def2-TZVPD def2/J DEFGRID3
* xyz 2 3
O -2.802 -4.472 0.399
C -1.944 -3.781 0.683
V 0.217 0.619 -0.328
O 1.541 -1.526 1.509
C 1.152 -0.609 0.876
C 1.416 2.286 -0.186
O 1.857 3.335 0.002
C -1.127 2.061 -0.972
O -2.040 2.756 -1.167
C 0.927 -0.466 -1.731
O 1.412 -1.341 -2.349
H -0.488 -0.795 -0.429
C 1.535 1.531 3.551
N 0.606 0.475 3.892
C 0.786 -0.449 4.885
C -0.294 -1.265 4.856
N -1.110 -0.811 3.827
C -2.361 -1.416 3.451
C -0.554 0.283 3.237
Se -1.239 1.312 1.864
H 0.972 2.406 3.226
H 2.186 1.214 2.729
H 2.125 1.778 4.427
H 1.663 -0.460 5.516
H -0.584 -2.122 5.450
H -2.206 -2.345 2.906
H -2.944 -1.628 4.341
H -2.901 -0.715 2.814
*
```

Results of the Löwdin charge analysis, in e, for atoms 1 through 8:
1. O 0.058
2. C 0.005
3. V 0.222
4. O 0.195
5. C -0.118
6. C -0.016
7. O 0.225
8. C -0.088

***

No. 3
The following is a quantum chemistry calculation of C4H6N2O in the gas phase, from the Open Molecules 2025 dataset.

As for the frontier orbital gap: 0.366 hartree. The highest occupied orbital energy comes out at -9.04 eV. The electronic energy comes out at -9272.49624 eV. Its structure (SMILES) is Cc1cc(O)n[nH]1. The value obtained for the energy above the lowest of the compared OMol25 structures with the same formula, charge and spin is 97.0 kJ/mol.

```
! RIJCOSX wB97M-V def2-TZVPD def2/J DEFGRID3
* xyz 0 1
C -2.027 0.003 -0.123
C -0.551 -0.027 0.107
C 0.433 -0.406 -0.772
C 1.634 -0.178 -0.080
O 2.862 -0.416 -0.615
N 1.439 0.290 1.142
N 0.089 0.379 1.228
H -2.600 0.388 0.725
H -2.391 -1.001 -0.360
H -2.239 0.637 -0.989
H 0.307 -0.772 -1.778
H 3.386 0.391 -0.562
H -0.339 0.715 2.077
*
```

Results of the Löwdin charge analysis, in e, for atoms 1 through 8:
1. C -0.028
2. C -0.316
3. C 0.017
4. C -0.431
5. O 0.050
6. N 0.091
7. N 0.004
8. H 0.076